No. 1
Computed, not measured: a single C7H11NO molecule, with ωB97M-V with the def2-TZVPD basis set.

## Properties
E_tot: -10966.2984 eV
Orbital gap: 9.470 eV
F_max: 0.139 hartree/bohr
Highest occupied orbital energy: -8.8827 eV
Structure (SMILES): C=C(/C=C/[C@H]1CO1)CN

Cartesian coordinates (Å):
N1 2.56073 1.10558 0.71054
H1 -0.19448 -1.00006 -2.93835
H2 -1.53095 -2.43790 -3.22828
H3 3.33345 1.91955 0.49443
H4 -2.49361 -0.03601 -0.42658
C1 -1.57042 -1.50037 -1.19146
H5 1.26169 2.28352 -0.51334
C2 1.34319 1.96515 0.73680
C3 -0.76792 -1.93362 -2.55001
H6 1.62062 3.02390 1.41024
O1 -0.37059 -2.46370 -1.24744
H7 0.08587 2.24355 3.39246
H8 -0.96887 0.47881 3.07804
C4 -0.27250 0.19264 0.12040
H9 2.29683 0.30575 -0.07927
C5 0.21862 1.36952 1.33610
C6 -0.27144 1.42343 2.76192
H10 -2.51885 -1.91224 -0.95415
C7 -1.42576 -0.24617 -0.38201
H11 0.62527 -0.52182 -0.21991

Atomic partial charges in e from the Mulliken method, atoms 1 to 4: N -0.64; H 0.24; H 0.28; H 0.28

No. 2
Computed, not measured: 12 unconnected molecules or ions with the total composition C26H79N11O12, with ωB97M-V with the def2-TZVPD basis set.

## Properties
E_tot: -69204.5214 eV
Orbital gap: 9.066 eV
F_max: 0.051 hartree/bohr
Highest occupied orbital energy: -8.8812 eV
Structure (SMILES): COC[C@H](C)N.COC[C@H](C)N.COC[C@H](C)N.NC(N)=O.NC(N)=O.NC(N)=O.NC(N)=O.CCO.CCO.CCO.CCO.CCO

Cartesian coordinates (Å):
H1 15.78353 26.77072 24.37966
H2 21.42695 19.47069 19.07578
H3 17.22992 22.68639 20.85924
H4 14.20563 22.55380 19.84419
H5 15.17629 25.06028 24.31802
H6 15.29925 21.62482 16.09992
H7 16.18448 24.23238 22.55311
H8 14.18178 18.33860 22.04690
H9 18.01711 23.32962 23.95409
N1 16.86175 19.47160 18.66081
C1 21.73359 20.48236 20.74206
H10 15.08599 21.54745 21.84576
N2 19.32384 17.92041 21.63627
H11 19.95949 17.44096 22.25450
H12 16.89878 17.60386 16.64920
H13 18.79596 23.10171 20.23154
H14 16.05857 22.34940 24.18748
H15 18.78395 21.16727 16.05416
N3 23.01480 21.00100 16.57748
H16 21.14486 17.13744 13.18918
H17 21.44385 19.63504 22.78200
H18 15.37879 25.48929 17.41262
H19 17.91636 24.81685 14.55888
H20 14.85458 21.80236 25.33461
C2 20.51674 22.23856 14.06287
N4 21.35189 22.08580 17.69821
H21 18.96936 23.95287 17.73880
H22 19.56807 16.62577 13.61256
H23 17.50553 19.20133 19.39004
N5 18.47819 21.05150 18.32400
H24 21.19479 22.93657 18.22378
H25 13.83149 20.21847 13.44876
H26 15.25594 15.65751 19.70677
H27 19.81957 17.68974 12.13636
C3 16.23940 16.00002 20.03323
C4 17.04969 14.94911 20.77446
H28 19.30766 23.94969 14.24781
H29 11.92021 20.39577 20.43703
H30 14.91952 18.78352 16.90911
H31 17.57583 24.30336 20.07584
H32 18.47795 22.20381 22.85430
O1 14.89412 20.58900 23.62936
H33 13.83975 22.25027 22.86384
H34 18.77053 21.89472 17.85900
N6 15.40156 24.52158 17.67521
H35 14.87287 23.03462 14.00754
H36 16.84005 25.77750 21.94807
H37 20.88111 19.81277 12.65326
H38 16.18234 25.65059 25.63795
H39 21.52867 19.77749 14.25240
N7 14.84234 22.86969 19.12677
C5 13.82405 21.29407 13.27245
N8 17.92916 18.13509 23.45152
C6 13.87028 19.05561 21.28355
H40 20.73991 22.40947 13.00610
N9 18.60525 23.16601 23.14865
H41 14.82107 19.34326 20.81032
H42 16.13270 16.92019 20.60881
H43 16.22306 20.83630 25.09390
O2 23.53302 22.88516 17.69125
C7 16.48100 17.95442 15.70319
C8 17.21360 20.62329 18.06347
H44 18.80219 20.85581 13.90573
C9 20.57952 19.71161 13.69589
H45 15.91097 19.17359 18.53697
H46 19.41058 25.68791 14.05757
C10 22.18147 19.68321 21.98649
H47 19.81562 18.35513 20.86345
C11 20.09944 17.46215 13.16327
O3 17.23833 25.34933 23.94948
H48 12.61527 20.05564 22.59412
H49 12.19935 21.85889 20.96861
H50 19.09397 24.82242 21.96007
H51 18.35610 17.32861 23.86363
H52 16.60852 14.65404 21.73491
H53 18.04747 15.32988 21.02874
C12 14.80414 21.96173 14.22251
H54 14.21655 16.64166 16.22027
H55 14.77333 19.18630 15.22657
O4 14.48160 21.67127 15.57093
C13 19.30636 24.99715 16.14841
H56 17.08463 18.52449 23.83429
O5 19.84560 18.56160 14.03452
C14 14.60028 24.13126 18.72644
H57 16.01002 23.89555 17.17995
H58 22.62908 20.87457 20.26792
H59 20.66186 21.75606 17.00947
C15 18.99922 24.90482 14.68908
O6 14.17108 17.29191 15.50866
H60 15.81302 21.56025 14.06165
N10 19.65426 20.70762 15.79660
C16 16.01050 25.71865 24.56156
H61 19.15182 20.67377 18.97136
C17 18.26069 18.55267 22.20366
N11 12.69281 21.02679 20.63488
C18 15.52166 21.46127 24.52870
C19 17.03129 24.92583 22.60577
O7 20.97431 19.57171 19.91881
H62 15.43931 22.15573 18.74264
C20 15.02811 18.36785 15.90312
H63 17.75265 13.15588 20.38664
H64 19.43879 19.70678 15.77785
H65 23.11701 20.09870 22.37499
C21 19.81633 20.90600 14.31019
H66 13.25139 18.53035 20.56155
H67 12.79627 21.62743 13.41511
C22 18.25919 24.12458 22.10199
H68 21.47847 22.38318 14.55560
H69 17.08235 18.79960 15.34684
C23 17.92721 23.51899 20.75060
H70 21.11146 21.27158 21.16420
H71 18.85871 25.92389 16.52580
O8 16.45105 21.29020 17.34848
H72 22.29540 20.36131 16.28998
C24 22.67901 22.06721 17.33984
H73 16.70575 16.27679 19.08334
C25 13.32317 20.37733 21.80904
H74 22.50757 18.67992 21.70129
H75 19.85620 23.04398 14.38893
H76 20.37028 25.05955 16.39538
H77 14.14188 21.55448 12.26163
H78 16.64944 17.22844 14.90896
O9 17.57786 19.37910 21.59476
O10 17.20614 13.81023 19.94640
O11 13.71136 24.83358 19.20244
O12 18.71737 23.87107 16.81107
H79 23.99174 20.97801 16.33841
C26 14.28292 21.29910 22.55836

Atomic partial charges in e from the Mulliken method, atoms 1 to 4: H 0.29; H 0.14; H -0.31; H -0.22

No. 3
Computed, not measured: a molecular structure, C17H23F5NO2P2SSn, with ωB97M-V with the def2-TZVPD basis set.

## Properties
Net charge: +1
E_tot: -72410.2457 eV
Orbital gap (alpha / beta): 5.299 / 5.298 eV
F_max: 0.060 hartree/bohr
Highest occupied orbital energy (alpha / beta): -10.0411 / -10.0406 eV

Cartesian coordinates (Å):
H1 1.59909 -3.25698 0.62514
C1 -0.76641 0.76950 3.67762
H2 -1.95686 1.95707 -2.82744
F1 1.09703 1.09437 6.79790
H3 -2.56419 -2.48413 -3.55754
C2 0.19077 -1.36483 4.24931
H4 3.46619 0.25425 1.66822
H5 -3.72496 1.86747 -2.51767
H6 -2.70935 3.07507 -1.63968
F2 -1.41785 1.57611 2.77239
C3 -1.47031 -1.42676 -2.10730
Sn1 -0.16510 0.34504 0.15007
C4 2.20578 -2.48690 1.11207
H7 1.74930 -2.61242 -3.85477
F3 -0.45318 2.62125 5.16058
H8 -3.95601 0.23312 1.09439
O1 3.61356 2.95668 -3.77146
H9 0.49404 4.33224 -1.27661
N1 -0.27831 -1.17568 -1.56249
C5 -2.71879 -0.79834 -1.52804
C6 -0.42717 -2.66570 -3.89310
H10 1.17965 1.04560 -0.72350
C7 0.88297 -1.60863 -2.19140
C8 -3.92661 1.04802 0.35661
H11 2.99077 -1.57943 -2.19903
H12 -0.81576 4.61907 -2.05827
H13 4.13180 2.19190 -3.46794
P1 2.16814 -0.99633 0.13210
C9 0.81459 -0.79925 5.35791
C10 -0.21138 1.32854 4.82240
H14 -3.46312 -0.59160 -2.30838
F4 0.43336 -2.68074 3.97107
H15 1.81001 -2.28755 2.11194
C11 -1.56892 -2.25155 -3.21356
H16 3.71641 0.87851 0.00319
C12 0.58518 0.54679 5.67171
H17 3.11168 2.59635 -4.50475
O2 -0.17829 5.07654 -1.47076
P2 -2.50267 0.84153 -0.74053
H18 -3.84646 2.02051 0.86865
C13 3.61301 -0.03146 0.61367
H19 -4.82330 1.02727 -0.28271
C14 0.79807 -2.29745 -3.40908
H20 3.25062 -2.82712 1.19458
H21 4.52167 -0.65414 0.53342
H22 -3.22145 -1.44267 -0.79312
F5 1.64628 -1.54492 6.12973
C15 -0.59713 -0.58967 3.36451
C16 -2.74038 2.05663 -2.06190
C17 2.12589 -1.35437 -1.57825
S1 -1.18876 -1.22914 1.84350
H23 -0.50309 -3.32170 -4.74340

Atomic partial charges in e from the Mulliken method, atoms 1 to 4: H 0.32; C 0.19; H 0.38; F -0.26

No. 4
Computed, not measured: 2 unconnected molecules or ions with the total composition C5H7BrIN2, with ωB97M-V with the def2-TZVPD basis set.

## Properties
Net charge: +1
E_tot: -86414.2846 eV
Orbital gap: 7.812 eV
F_max: 0.067 hartree/bohr
Highest occupied orbital energy: -12.7479 eV

Cartesian coordinates (Å):
H1 2.20798 1.82852 0.86664
C1 0.10997 1.72664 1.25450
C2 -1.06163 1.01475 0.92309
H2 1.48907 -1.73135 -1.50083
H3 0.32800 -2.60611 -0.48229
H4 -0.20925 -1.61985 -1.77884
C3 -1.06024 -0.09117 0.11581
H5 -2.00626 1.28903 1.41185
C4 1.23678 1.36027 0.59864
C5 0.22602 -0.34999 -0.37815
Br1 -2.60718 2.66628 -4.23779
H6 0.06035 2.75276 1.70062
N1 1.31925 0.36530 -0.22802
H7 -1.98329 -0.64983 0.02624
I1 -2.10217 0.40679 -3.35350
N2 0.48541 -1.69528 -1.06303

Atomic partial charges in e from the Mulliken method, atoms 1 to 4: H 0.38; C -0.52; C -0.20; H 0.40